Computed, not measured: C44H121AsF6N11O11 as an isolated structure, with ωB97M-V/def2-TZVPD.

CARTESIAN COORDINATES (ANGSTROEM)
As  0.15409  -0.15885  0.58649
F  1.91594  0.34151  0.59073
F  0.07595  1.12090  1.83935
F  -1.64724  -0.39868  0.86568
F  0.13365  -1.24439  -0.81385
F  0.43799  -1.50306  1.68703
F  -0.28034  1.15428  -0.57000
C  -2.00088  8.42531  9.06166
C  -3.31012  7.54732  9.13594
C  -3.32656  6.33861  8.13001
O  -3.12598  6.86973  6.88701
C  -3.33619  5.99642  5.79133
N  -3.55751  7.11720  10.53536
H  -1.83460  8.72528  8.02703
H  -1.20162  7.77492  9.41700
H  -2.06824  9.37289  9.59613
H  -4.17416  8.09773  8.76366
H  -4.25631  5.77936  8.02555
H  -2.55043  5.62181  8.39817
H  -2.54284  5.25116  5.73403
H  -3.47166  6.62374  4.91030
H  -4.37419  5.67117  5.72156
H  -4.32169  6.47126  10.67280
H  -3.98282  7.95076  10.91536
C  -1.70878  -2.05520  10.06597
C  -0.54939  -2.65589  9.31068
C  0.77502  -1.82377  9.63287
O  0.69122  -0.44970  9.36127
C  0.60336  -0.05200  8.03268
N  -0.51030  -4.06065  9.72758
H  -2.60529  -2.64402  9.87186
H  -1.80886  -1.00869  9.77803
H  -1.44946  -2.10175  11.12365
H  -0.70808  -2.58725  8.23447
H  1.57006  -2.23307  9.00957
H  1.12717  -1.99950  10.64934
H  1.45255  -0.51242  7.52772
H  0.85715  0.99799  7.88702
H  -0.36914  -0.27879  7.59576
H  0.27523  -4.47890  9.24996
H  -0.35276  -4.08193  10.72499
C  1.30327  8.78556  1.80404
C  1.62687  7.25565  1.54084
C  2.22059  6.64194  2.80551
O  3.37420  7.39109  3.34678
C  3.51835  7.22307  4.71207
N  0.35574  6.62871  1.18825
H  0.69849  9.15709  0.97682
H  2.25405  9.25671  2.05329
H  0.70885  8.88616  2.71214
H  2.38912  7.48088  0.79496
H  2.61803  5.65747  2.55862
H  1.48129  6.46523  3.58673
H  3.50955  6.20963  5.11330
H  2.67466  7.72052  5.19042
H  4.51746  7.53025  5.02117
H  0.47846  5.63577  1.05002
H  -0.10467  6.53431  2.08224
C  6.11432  -0.36070  -6.48200
C  5.58163  -1.37940  -5.51797
C  6.47975  -1.50791  -4.21860
O  5.98864  -2.67424  -3.59925
C  6.47782  -3.01435  -2.32175
N  4.24706  -1.08172  -5.03382
H  7.08977  -0.60117  -6.90483
H  6.23158  0.56526  -5.91904
H  5.51514  -0.18928  -7.37625
H  5.68192  -2.40033  -5.88641
H  6.40590  -0.63564  -3.56916
H  7.52594  -1.68613  -4.46725
H  7.50656  -3.35833  -2.42885
H  5.96818  -3.86838  -1.87565
H  6.37832  -2.15995  -1.65227
H  4.26847  -0.14093  -4.66700
H  4.34893  -1.52957  -4.13429
C  4.32799  6.03520  -3.99442
C  3.01320  5.36369  -4.39635
C  2.56733  5.26644  -5.85554
O  1.16237  5.08480  -6.17064
C  0.37542  5.95008  -5.38777
N  2.92224  4.04511  -3.85211
H  4.48892  6.35576  -2.96512
H  4.43665  6.96666  -4.55000
H  5.13405  5.38173  -4.32812
H  2.26197  5.95039  -3.86763
H  3.32231  4.60476  -6.28017
H  2.86873  6.23184  -6.26207
H  0.72001  6.97703  -5.26643
H  0.19350  5.38738  -4.47214
H  -0.59140  6.01206  -5.88730
H  3.19474  4.20612  -2.89299
H  1.98519  3.78624  -3.57821
C  -4.14118  1.01751  -7.04182
C  -3.30724  -0.28148  -7.05996
C  -3.42219  -0.93637  -8.35306
O  -2.49935  -1.96785  -8.44738
C  -2.71002  -2.93671  -9.56213
N  -1.92104  0.16832  -6.96568
H  -4.17730  1.57723  -6.10720
H  -5.18927  0.88190  -7.30871
H  -3.87847  1.80842  -7.74437
H  -3.63359  -0.86647  -6.20006
H  -3.29503  -0.25238  -9.19216
H  -4.41708  -1.35085  -8.51592
H  -2.59686  -2.51153  -10.55938
H  -3.69139  -3.40471  -9.63959
H  -2.02885  -3.72449  -9.24041
H  -1.89173  0.49749  -6.01127
H  -1.90071  1.07600  -7.40816
C  1.33922  -6.94910  -3.52329
C  1.26076  -6.49053  -5.01369
C  0.79046  -7.67873  -5.84190
O  -0.47785  -8.02877  -5.39024
C  -1.11898  -9.02871  -6.17359
N  0.19244  -5.39161  -5.13075
H  1.74947  -6.25732  -2.78760
H  2.02173  -7.79725  -3.57736
H  0.34410  -7.23304  -3.18093
H  2.26925  -6.20328  -5.31130
H  1.47138  -8.52926  -5.80954
H  0.74022  -7.26663  -6.84974
H  -1.70646  -9.63726  -5.48610
H  -0.37215  -9.77317  -6.44950
H  -1.73492  -8.65342  -6.99082
H  0.09017  -5.02872  -4.19375
H  -0.69779  -5.86754  -5.16374
C  1.92796  -8.61773  3.49827
C  1.61154  -7.49007  4.56716
C  2.76836  -6.41042  4.74166
O  3.95781  -6.99286  5.23792
C  3.77337  -7.51217  6.54722
N  0.51297  -6.84127  3.91545
H  1.77853  -8.35000  2.45229
H  1.31684  -9.50724  3.65131
H  2.97672  -8.90014  3.59007
H  1.17354  -7.86629  5.49168
H  2.59336  -5.43901  5.20410
H  3.04914  -6.13661  3.72465
H  4.75336  -7.62148  7.01171
H  3.37007  -8.51628  6.41598
H  3.12577  -6.93221  7.20476
H  0.10649  -6.01830  4.33685
H  0.86150  -6.50125  3.03057
C  -11.05655  1.49750  0.79919
C  -10.49654  2.80205  0.51460
C  -9.77964  3.02408  -0.79679
O  -8.48180  2.41732  -0.78796
C  -7.62540  3.10343  0.05519
N  -11.60177  3.75836  0.64332
H  -12.12079  1.26675  0.75179
H  -10.82956  1.29691  1.84625
H  -10.46829  0.77277  0.23631
H  -9.86441  3.10280  1.35010
H  -9.73771  4.06977  -1.10153
H  -10.42969  2.60677  -1.56581
H  -6.64597  2.68223  -0.17154
H  -7.86372  2.77696  1.06747
H  -7.47206  4.17633  -0.06097
H  -12.37885  3.61683  0.01386
H  -11.28746  4.68726  0.40154
C  11.45369  -1.06612  3.34250
C  10.78869  -0.47005  2.10725
C  10.12047  0.94521  2.28328
O  9.82411  1.46029  1.01956
C  8.82968  2.53725  1.03634
N  11.84479  -0.39423  1.16261
H  12.30652  -0.58621  3.82258
H  11.56262  -2.14760  3.26108
H  10.61132  -0.90346  4.01483
H  10.04612  -1.18230  1.74755
H  10.76744  1.65849  2.79393
H  9.19138  0.89303  2.85089
H  8.82850  3.09813  0.10172
H  8.95331  3.31509  1.78986
H  7.84867  2.10510  1.23379
H  11.36809  0.31041  0.61824
H  12.61608  0.12296  1.55974
C  -6.22637  -3.99018  -3.14904
C  -6.62269  -4.82661  -4.41583
C  -7.73660  -4.11937  -5.29146
O  -7.89955  -4.66770  -6.54811
C  -8.81259  -3.87333  -7.34844
N  -5.42266  -5.15615  -5.16400
H  -6.98936  -3.58541  -2.48412
H  -5.53292  -3.26431  -3.57372
H  -5.65949  -4.63114  -2.47382
H  -7.07768  -5.72630  -4.00152
H  -7.40980  -3.11996  -5.57868
H  -8.75418  -4.15417  -4.90232
H  -9.06910  -2.87697  -6.98845
H  -9.74967  -4.42324  -7.43544
H  -8.50774  -3.72686  -8.38464
H  -5.00488  -5.99680  -4.79136
H  -5.92450  -5.50535  -5.96794

Output
* gap between HOMO and LUMO: 9.106 eV
* total charge: -1


Computed, not measured: C14H20BrN3OPS as an isolated structure, with ωB97M-V/def2-TZVPD.

CARTESIAN COORDINATES (ANGSTROEM)
C  -0.67576  -0.73390  4.06801
C  -0.71682  -0.26186  2.53270
C  -1.65043  -1.28072  1.75872
C  -1.87090  -0.92898  0.21999
C  -0.57952  -0.61707  -0.59898
C  0.46918  -1.62411  -0.75221
S  0.43859  -3.26795  0.00056
C  1.66834  -1.23949  -1.61353
C  2.81775  -2.28307  -1.79536
O  3.74751  -2.32466  -0.69694
C  3.86938  -1.07911  -0.00448
C  1.78749  0.05157  -2.24643
C  0.73518  1.11246  -2.07088
N  0.95205  2.31373  -2.73576
C  -0.09336  3.13991  -2.46793
C  -1.27641  2.85290  -1.62023
P  -2.62223  4.12733  -1.30593
N  -2.16625  5.21653  -0.23800
N  -1.46074  1.64543  -1.01999
C  -0.43128  0.74813  -1.24423
H  -1.36810  -1.61225  4.17829
H  0.35060  -1.07979  4.36596
H  -1.06951  0.08759  4.72871
H  -1.18701  0.75528  2.47007
H  0.29890  -0.28852  2.05689
H  -1.33864  -2.41218  1.89655
H  -2.67561  -1.21202  2.24320
H  -2.32744  -1.85650  -0.25142
H  -2.66681  -0.13644  0.11671
H  -0.67293  -3.94845  -0.43171
H  3.34102  -2.09443  -2.78476
H  2.38278  -3.32147  -1.87970
H  4.81331  -1.15912  0.61662
H  4.03518  -0.19384  -0.68249
H  3.04235  -0.89552  0.74387
H  2.70293  0.22300  -2.87375
H  -0.04570  4.16496  -2.93141
H  -3.72734  3.40199  -0.73866
H  -2.98750  4.76398  -2.52676
H  -2.76960  5.18863  0.58617
Br  -1.07266  -3.94196  2.92856

Output
* gap between HOMO and LUMO: 4.970 eV
* total charge: -1


Computed, not measured: CH3GaMgO2 as an isolated structure, with ωB97M-V/def2-TZVPD.

CARTESIAN COORDINATES (ANGSTROEM)
O  2.93799  -0.27082  -0.09811
Mg  1.38412  0.63079  -0.43234
O  -0.38975  0.74679  0.03904
C  -1.64633  0.17667  0.00346
Ga  3.80029  -1.28433  0.47000
H  -1.72264  -0.68350  -0.69123
H  -1.92754  -0.21108  1.00286
H  -2.43614  0.89548  -0.29367

Output
* expectation value of S²: 0.752
* gap between HOMO and LUMO (spin up / spin down): 7.949 / 4.258 eV
* total charge: +1
* multiplicity: 2


Computed max |F| (eV/A) in order:
3.70 4.20 17.46